{"formula": "C58H52AlNO2PSSbTe", "method": "ωB97M-V/def2-TZVPD", "e_above_lowest_kcal_mol": 122.0, "orbital_gap_ev": [6.793, 6.006], "homo_ev": [-6.7867, -6.0074], "energy_ev": -107124.06528, "elements": ["Al", "N", "C", "C", "C", "C", "C", "C", "C", "C", "C", "C", "C", "C", "H", "H", "H", "H", "H", "H", "H", "H", "H", "H", "Te", "C", "C", "C", "C", "C", "C", "C", "O", "C", "C", "C", "H", "H", "H", "H", "H", "H", "H", "H", "H", "H", "H", "H", "S", "Sb", "C", "C", "C", "C", "C", "C", "C", "C", "C", "C", "C", "C", "C", "C", "C", "C", "C", "C", "H", "H", "H", "H", "H", "H", "H", "H", "H", "H", "H", "H", "H", "H", "H", "O", "P", "C", "C", "C", "C", "C", "C", "C", "C", "C", "C", "C", "C", "C", "C", "C", "C", "C", "C", "H", "H", "H", "H", "H", "H", "H", "H", "H", "H", "H", "H", "H", "H", "H"], "xyz": [[0.381587, 0.879639, -1.808739], [1.555678, 2.495830, 1.649555], [1.894500, 3.828747, 1.490042], [1.195575, 4.821989, 2.264360], [1.381955, 6.134814, 2.152575], [2.356898, 6.576037, 1.230329], [3.117744, 5.654877, 0.535794], [2.872825, 4.251696, 0.617386], [3.826039, 3.334101, -0.083920], [5.088120, 3.126634, 0.504262], [6.021268, 2.224876, -0.001426], [5.760081, 1.562758, -1.191417], [4.495380, 1.660136, -1.731900], [3.613545, 2.597479, -1.218587], [1.637777, 1.915509, 0.851725], [0.709822, 2.361040, 2.153258], [0.433587, 4.364395, 2.918588], [0.954087, 6.951044, 2.721129], [2.554119, 7.584980, 0.989826], [3.870018, 5.968730, -0.215611], [5.241378, 3.655420, 1.428699], [6.947318, 2.129290, 0.466395], [6.542004, 0.869864, -1.461284], [4.260816, 1.013829, -2.512368], [1.889360, 2.873544, -2.395046], [0.655908, -6.286227, -4.948945], [0.441144, -4.790016, -4.833767], [0.703664, -3.833399, -5.849525], [0.586734, -2.519802, -5.618974], [0.806121, -1.574148, -6.772698], [0.103204, -1.974942, -4.307824], [0.084505, -0.604805, -4.163799], [-0.408450, 0.073818, -3.097144], [-0.357783, -2.946930, -3.342340], [-1.233381, -2.647234, -2.163715], [-0.169386, -4.280512, -3.657669], [0.065609, -6.792839, -4.234120], [1.782436, -6.426601, -4.792956], [0.378217, -6.688818, -5.917016], [0.969458, -4.246766, -6.813156], [0.749137, -2.172603, -7.674728], [1.790078, -1.101344, -6.647187], [0.112544, -0.775440, -6.791881], [0.407908, 0.003790, -4.937304], [-2.329833, -2.510074, -2.314158], [-0.984428, -1.636287, -1.777550], [-1.074379, -3.377836, -1.408095], [-0.620966, -4.978019, -3.021017], [1.774976, -0.606715, -0.734554], [0.780253, -1.956715, 0.845514], [2.249860, -1.362416, 2.208403], [3.583840, -1.653760, 1.987617], [4.512555, -0.883968, 2.652560], [4.109993, -0.031385, 3.651684], [2.816585, 0.248597, 3.954373], [1.822442, -0.402808, 3.212738], [-1.044034, -1.612120, 1.710829], [-1.178190, -2.251710, 2.868074], [-2.792756, -0.892493, 4.325524], [-4.094307, -0.323778, 3.708526], [-4.515498, -0.630380, 2.512603], [-2.222643, -0.793405, 1.231684], [0.987405, -3.977307, 0.439128], [2.204576, -4.277837, -0.216102], [2.538474, -5.593524, -0.448364], [1.694019, -6.602027, 0.016906], [0.567766, -6.276416, 0.810278], [0.189723, -4.947539, 1.032092], [3.911652, -2.483749, 1.355581], [5.596997, -1.039604, 2.576823], [4.990774, 0.476527, 4.063837], [2.575832, 1.036538, 4.639027], [0.767192, -0.177611, 3.290382], [-0.367648, -2.891499, 3.296530], [-2.978444, -1.178778, 5.411282], [-4.581011, 0.400672, 4.379285], [-5.380108, -0.131535, 2.089491], [-2.241684, -0.809700, 0.194564], [2.815301, -3.525814, -0.712444], [3.355587, -5.769985, -1.115058], [1.936000, -7.579161, -0.249065], [-0.112723, -7.055109, 1.096696], [-0.694382, -4.737414, 1.677034], [-0.777067, 1.581007, -0.684766], [-1.916505, 1.775550, 0.347210], [-3.422714, 1.576704, -0.673789], [-4.671636, 1.834670, -0.076211], [-5.827818, 1.615303, -0.791901], [-5.755928, 1.323837, -2.171073], [-4.514989, 1.050011, -2.700126], [-3.356068, 1.135138, -2.006367], [-1.940707, 3.467952, 0.841230], [-1.365313, 4.355097, -0.047862], [-1.414396, 5.728401, 0.174052], [-2.043775, 6.168462, 1.294523], [-2.560444, 5.277809, 2.256306], [-2.536515, 3.930304, 2.060428], [-1.997170, 0.687167, 1.633758], [-3.655256, -1.515279, 1.625866], [-3.476545, -2.715212, 2.578800], [-2.446023, -2.216161, 3.636096], [-1.714632, 0.146861, 4.171206], [-1.568886, 0.880503, 3.010798], [-4.618716, 2.087230, 1.029284], [-6.769902, 1.755987, -0.286771], [-6.605471, 1.195768, -2.776573], [-4.504106, 0.580453, -3.647432], [-2.438773, 0.974262, -2.557396], [-0.894383, 3.994668, -1.015735], [-0.926421, 6.352821, -0.609003], [-2.048006, 7.269483, 1.432393], [-2.962710, 5.690930, 3.171398], [-2.926563, 3.281091, 2.806557], [-4.209172, -1.572857, 0.715384], [-4.281972, -3.448372, 2.742079], [-2.383107, -2.989547, 4.411758], [-1.170036, 0.513108, 5.014125], [-0.936218, 1.770603, 3.060274]], "atomic_forces_ev_per_a": [[0.34, 0.40, 0.70], [0.54, 0.72, 0.64], [-0.74, 0.91, 0.22], [-0.89, -3.48, 0.42], [1.68, 2.47, -0.95], [0.48, -1.31, -0.38], [-0.25, -0.77, -0.80], [0.99, 1.22, -0.28], [1.04, -0.26, 0.76], [-0.41, -0.23, 0.32], [-1.54, 1.56, -0.67], [0.16, -0.55, 1.49], [1.56, 0.76, 0.97], [-1.61, -0.68, -1.01], [0.18, -0.58, -0.74], [-0.57, -0.25, 0.22], [0.28, 0.60, -0.08], [-0.67, -0.56, 0.27], [-0.06, 1.13, 0.27], [-0.48, -0.03, 0.69], [0.41, 0.07, 0.28], [1.39, -0.22, 0.77], [-0.25, -0.25, -0.76], [-0.68, -0.62, -1.46], [-0.51, 0.28, -0.48], [2.00, 1.43, -0.74], [-1.13, 0.79, 0.87], [0.20, -2.41, 0.81], [-1.05, 2.26, 1.06], [1.16, -0.74, 0.74], [0.34, -1.24, -0.83], [-0.82, -0.38, 1.58], [-0.12, -0.42, -0.53], [-0.35, -0.08, -1.35], [-0.19, 2.23, 0.12], [0.88, 0.23, -1.40], [-0.30, -0.63, 1.02], [-1.55, -0.40, -0.12], [0.15, 0.06, -0.33], [0.20, 0.34, -0.27], [0.20, 0.29, -0.33], [-0.03, -0.12, -0.40], [-0.95, 0.66, -0.19], [0.66, 1.11, -1.33], [0.62, -0.55, -0.50], [0.09, -0.69, 0.11], [-0.04, -0.70, 0.76], [-0.36, -1.11, 1.15], [0.00, 0.21, -0.71], [0.29, 0.77, 0.10], [-1.25, 0.92, 2.03], [0.10, -0.31, -0.21], [0.69, -1.14, 0.51], [2.42, 0.96, -0.21], [-1.50, -0.23, -0.64], [1.41, -1.17, -1.53], [-1.28, -0.04, 0.17], [1.57, -0.66, 0.50], [-0.96, 0.00, 0.09], [0.80, 0.40, 2.75], [0.26, 0.60, -1.07], [-0.75, 0.06, 1.46], [1.23, 0.36, 0.25], [-1.06, -0.01, -0.30], [-0.91, -0.04, 0.11], [-0.57, 2.03, 0.90], [0.43, -0.01, -1.16], [0.14, -0.60, 0.15], [-0.22, 0.45, -0.14], [-0.57, -0.06, -0.41], [-0.84, 0.20, 0.54], [-0.20, 0.10, 0.42], [0.01, 0.05, 0.26], [-0.51, 0.63, -0.38], [0.23, 0.80, -1.22], [-0.07, -0.32, -0.54], [-0.11, -0.20, 0.00], [0.03, -0.17, -2.23], [-0.25, 0.22, 0.32], [0.50, -0.47, -0.03], [0.08, -1.66, -0.16], [-0.01, -0.35, 0.38], [0.73, 0.05, -0.84], [0.15, -0.29, -0.34], [-0.78, -0.88, -0.35], [0.27, -0.07, -0.19], [1.45, -0.56, 1.16], [-0.39, 0.76, -0.71], [0.90, -0.16, 2.15], [-1.35, -0.64, -0.67], [0.84, 1.04, 1.30], [0.04, 0.30, 1.16], [0.43, -0.28, -1.57], [0.64, -0.60, -1.49], [0.05, 1.53, 0.78], [0.04, 1.32, -0.07], [0.94, -0.09, -1.74], [-0.21, -1.83, 1.56], [0.81, 0.47, 1.47], [0.43, 1.36, -0.58], [-1.35, -2.61, -0.32], [-0.47, 1.26, -1.67], [0.42, 0.59, -0.07], [-0.55, -0.25, -1.48], [-0.28, 0.03, -0.11], [-1.08, -0.10, -0.46], [0.18, 0.06, -1.23], [0.17, -0.26, 0.43], [-0.53, 0.30, 1.50], [-0.59, -0.15, 1.01], [-0.28, -0.86, 0.32], [-0.12, -0.02, 0.02], [-0.23, -0.65, 0.28], [-0.16, -0.96, -0.74], [0.56, 0.47, 0.06], [0.08, 0.14, -0.10], [0.10, 0.07, 0.57], [0.01, -0.05, 0.67]]}